This record from OMol25 describes a single C2H3F3N2O molecule at a distorted geometry. The level of theory is ωB97M-V/def2-TZVPD.

Orbital gap (spin up / spin down) ... 9.5 / 9.5 eV
Structure (SMILES) ... N/C(=N\F)C(O)(F)F
LUMO level (spin up / spin down) ... 0.269 / 0.269 eV
Energy relative to the best compared isomer or geometry (same formula, charge and spin) ... 321.3 kJ/mol

The geometry in XYZ format:
```
11
C2H3F3N2O | OMol25 | ωB97M-V/def2-TZVPD
H -0.4798 0.9192 1.7093
C 0.3885 0.3278 -0.1074
F 2.0644 1.8325 -0.7836
N 1.4716 0.6154 -1.1509
H -2.1881 -1.5083 -1.0440
C -0.3287 -0.9920 -0.1960
H 0.5212 2.0253 1.1485
F 0.4570 -1.9290 -0.8440
N 0.1791 1.1467 0.9865
O -1.5839 -0.7334 -0.7079
F -0.5014 -1.7041 0.9895
```

Atom charges from the natural (NBO) analysis, given in e for atoms 1 to 8: 0.406 0.286 -0.283 -0.054 0.524 0.851 0.411 -0.318



This record from OMol25 describes a 2-piece molecular cluster, C2H3F3NO overall at a distorted geometry. The level of theory is ωB97M-V/def2-TZVPD.

Orbital gap ... 6.7 eV
LUMO level ... 4.320 eV
Charge ... -1
Energy relative to the best compared isomer or geometry (same formula, charge and spin) ... 192.8 kJ/mol

The geometry in XYZ format:
```
10
C2H3F3NO | OMol25 | ωB97M-V/def2-TZVPD
H 0.0294 -1.0019 -1.0173
C 0.6809 -0.2729 -0.4981
N 0.9767 0.8678 -1.1133
H 1.5559 -0.5677 0.2119
H 1.6371 1.4331 -0.6903
F -1.2791 -1.7146 0.9854
O 0.3871 1.4558 -2.0844
C -1.0769 -0.3191 0.9242
F -0.5455 -0.0209 2.0923
F -2.3657 0.1402 1.1896
```

Atom charges from the natural (NBO) analysis, given in e for atoms 1 to 8: 0.216 -0.200 -0.155 0.187 0.314 -0.448 -0.694 0.612



This record from OMol25 describes a single C2H3F3O molecule at a distorted geometry. The level of theory is ωB97M-V/def2-TZVPD.

Orbital gap ... 12.1 eV
Structure (SMILES) ... OCC(F)(F)F
LUMO level ... 0.830 eV
Energy relative to the best compared isomer or geometry (same formula, charge and spin) ... 40.2 kJ/mol

The geometry in XYZ format:
```
9
C2H3F3O | OMol25 | ωB97M-V/def2-TZVPD
H 1.1081 1.0433 0.5965
C 0.6716 0.3161 0.0005
F -1.3635 1.4292 0.0388
C -0.8023 0.2225 0.0379
F -1.3587 -0.4321 -1.0725
O 1.3250 -0.9845 0.0732
F -1.2169 -0.4312 1.0825
H 0.8876 0.5735 -1.0358
H 0.7490 -1.7368 0.2788
```

Atom charges from the natural (NBO) analysis, given in e for atoms 1 to 8: 0.208 -0.161 -0.315 0.951 -0.348 -0.718 -0.309 0.206